Record 1
The following is a DFT calculation (the ωB97M-V functional and the def2-TZVPD basis) of C21H16BrO17Pd as an isolated structure in a non-equilibrium geometry.

Structure (XYZ):
```
56
C21H16BrO17Pd | the Open Molecules 2025 dataset | the ωB97M-V functional and the def2-TZVPD basis
Pd 0.186 0.180 1.261
Br 1.618 0.971 3.453
C -1.400 4.384 0.072
C -0.314 3.455 0.385
C 1.276 4.045 0.452
O 2.239 3.291 0.772
C 1.476 5.534 0.241
C 0.387 6.274 0.066
C -0.991 5.706 -0.120
O -2.016 6.425 -0.470
O 0.570 7.534 -0.131
O -0.476 2.251 0.648
H -2.390 3.954 0.031
H 2.443 5.915 0.535
C 2.729 -0.975 -1.848
C 3.831 -1.333 -2.531
C 5.243 -1.005 -2.002
O 6.329 -1.303 -2.637
C 5.411 -0.334 -0.803
C 4.230 0.182 0.015
C 2.747 -0.099 -0.635
O 1.749 0.382 -0.015
O 4.278 0.603 1.216
O 3.605 -2.050 -3.599
H 1.851 -1.031 -2.475
H 6.334 -0.185 -0.262
C -1.544 0.293 -3.875
C -1.744 -1.201 -3.719
O -1.418 -1.638 -2.488
C -1.217 -0.562 -1.746
O -0.776 -0.713 -0.577
O -1.289 0.579 -2.476
H -2.453 0.786 -4.221
H -0.622 0.511 -4.415
H -1.143 -1.732 -4.457
H -2.755 -1.475 -4.022
C 1.839 -5.053 1.806
C 0.738 -5.292 2.825
O 0.192 -4.051 3.090
C 0.679 -3.206 2.062
O 0.406 -2.042 1.883
O 1.552 -3.836 1.379
H 1.709 -5.793 1.015
H 2.836 -5.083 2.246
H 0.970 -5.707 3.806
H 0.072 -6.051 2.413
C -5.246 0.255 1.089
C -5.387 -0.414 2.433
O -4.036 -0.687 2.865
C -3.202 -0.283 1.861
O -1.975 -0.396 1.889
O -3.973 -0.092 0.733
H -5.424 1.327 1.174
H -5.928 -0.138 0.335
H -5.990 -1.308 2.275
H -5.816 0.232 3.199
```

HOMO level (alpha / beta), eV: 1.63 / 1.64
Kohn-Sham gap (alpha / beta), eV: 3.04 / 3.04
<S²>: 2.01
2S+1: 3
M, g/mol: 726.7
Charge: -3



Record 2
The following is a DFT calculation (the ωB97M-V functional and the def2-TZVPD basis) of one molecule with the formula C21H16F4N2O3 in a non-equilibrium geometry.

Structure (XYZ):
```
46
C21H16F4N2O3 | the Open Molecules 2025 dataset | the ωB97M-V functional and the def2-TZVPD basis
O -0.666 3.226 -4.304
C -0.162 2.145 -3.966
C 1.310 1.740 -4.357
O 1.732 0.572 -3.691
C 1.740 0.490 -2.349
C 2.313 1.538 -1.593
C 2.281 1.547 -0.248
C 1.654 0.535 0.420
C 1.411 0.548 1.915
O 2.277 1.073 2.617
N 0.149 0.111 2.346
C -0.230 -0.216 3.670
C 0.697 -0.458 4.604
C 0.326 -0.812 5.941
C -1.030 -0.987 6.315
C -2.004 -0.886 5.280
F -3.324 -1.173 5.453
C -1.526 -0.499 3.974
C 1.275 -0.630 -0.366
C 0.978 -1.847 0.229
C 0.476 -3.011 -0.486
C 0.318 -2.914 -1.878
C 0.747 -1.768 -2.571
C 1.221 -0.625 -1.760
N -1.050 1.219 -3.539
C -2.367 1.542 -2.878
C -3.014 0.439 -1.920
F -2.301 0.188 -0.749
F -3.067 -0.706 -2.650
F -4.266 0.846 -1.389
H 2.045 2.548 -4.113
H 1.273 1.623 -5.421
H 2.834 2.325 -2.050
H 2.657 2.391 0.397
H -0.418 -0.325 1.560
H 1.741 -0.321 4.420
H 1.064 -0.904 6.762
H -1.195 -1.230 7.368
H -2.179 -0.382 3.123
H 1.202 -2.038 1.272
H 0.087 -3.923 0.029
H -0.016 -3.783 -2.362
H 0.910 -1.913 -3.624
H -0.670 0.369 -3.373
H -2.947 1.840 -3.806
H -2.286 2.494 -2.251
```

HOMO level, eV: -8.33
Kohn-Sham gap, eV: 7.73
M, g/mol: 420.4



Record 3
The following is a DFT calculation (the ωB97M-V functional and the def2-TZVPD basis) of C21H16FeN3O10S2 as an isolated structure in a non-equilibrium geometry.

Structure (XYZ):
```
53
C21H16FeN3O10S2 | the Open Molecules 2025 dataset | the ωB97M-V functional and the def2-TZVPD basis
Fe -1.182 0.672 -0.648
C 3.012 -2.225 1.984
C 2.616 -0.792 1.764
C 1.339 -0.356 2.109
C 0.923 0.927 1.794
C 1.783 1.782 1.120
C 3.082 1.394 0.848
C 3.497 0.112 1.177
S 1.115 3.287 0.430
O 0.994 4.264 1.497
O 2.047 3.739 -0.622
N -0.290 2.829 -0.170
C -0.875 3.795 -1.066
C -1.374 3.151 -2.400
O -1.492 3.895 -3.369
O -1.666 1.914 -2.324
H 2.575 -2.608 2.907
H 4.096 -2.339 2.020
H 2.637 -2.829 1.156
H 0.647 -1.026 2.603
H -0.067 1.265 2.063
H 3.745 2.091 0.352
H 4.504 -0.210 0.938
H -0.184 4.602 -1.320
H -1.792 4.222 -0.635
O -1.933 -0.360 3.154
C -2.475 -0.182 2.065
O -2.112 0.698 1.205
C -3.683 -1.022 1.720
C -4.377 -1.585 2.788
C -5.471 -2.407 2.595
C -5.856 -2.713 1.294
C -5.185 -2.156 0.226
C -4.109 -1.271 0.407
S -3.441 -0.572 -1.044
H -4.018 -1.359 3.783
H -6.006 -2.815 3.444
H -6.687 -3.388 1.119
H -5.480 -2.393 -0.789
O 3.365 -2.906 -2.791
C 3.653 -1.684 -3.190
O 4.650 -1.443 -3.846
C 2.714 -0.611 -2.797
C 2.878 0.732 -3.076
N 1.826 1.385 -2.568
N 0.995 0.556 -1.939
C 1.500 -0.654 -2.067
C 0.749 -1.755 -1.403
O 1.220 -2.915 -1.452
O -0.316 -1.420 -0.844
H 2.503 -2.942 -2.222
H 3.673 1.229 -3.602
H 1.734 2.397 -2.378
```

HOMO level (alpha / beta), eV: -2.95 / -2.90
Kohn-Sham gap (alpha / beta), eV: 7.53 / 6.08
Energy relative to the best compared isomer or geometry (same formula, charge and spin), kJ/mol: 137.65
<S²>: 8.76
2S+1: 6
M, g/mol: 590.3
Charge: -2



Record 4
The following is a DFT calculation (the ωB97M-V functional and the def2-TZVPD basis) of C21H16InN5O6 as an isolated structure in a non-equilibrium geometry.

Structure (XYZ):
```
49
C21H16InN5O6 | the Open Molecules 2025 dataset | the ωB97M-V functional and the def2-TZVPD basis
In -0.006 -1.439 -0.331
O -0.651 -5.067 1.984
C -0.276 -3.972 1.409
O -1.043 -3.180 0.874
C 1.202 -3.733 1.427
C 2.139 -4.595 1.990
C 3.483 -4.266 1.868
C 3.855 -3.111 1.189
C 2.851 -2.303 0.657
N 1.572 -2.623 0.810
C 3.038 -1.030 -0.123
O 4.225 -0.595 -0.406
O 2.057 -0.391 -0.481
H -1.611 -5.245 1.937
H 1.827 -5.489 2.512
H 4.232 -4.915 2.294
H 4.904 -2.864 1.099
H 4.989 -1.115 -0.110
O -2.239 0.115 -2.918
C -1.594 -0.852 -3.188
C -1.436 -1.602 -4.493
C -0.468 -2.759 -4.185
C -0.098 -2.538 -2.751
O 0.706 -3.122 -2.017
N -0.784 -1.507 -2.263
H -1.038 -0.915 -5.244
H -2.414 -1.934 -4.846
H 0.425 -2.747 -4.812
H -0.931 -3.741 -4.304
N -0.743 9.026 1.604
C -0.873 7.891 1.576
C -1.013 6.482 1.482
C -1.959 5.790 2.238
C -2.101 4.424 2.080
C -1.299 3.747 1.167
C -0.341 4.432 0.425
C -0.197 5.795 0.582
N -1.454 2.352 0.962
C -2.631 1.662 0.886
C -2.313 0.365 0.621
N -0.954 0.266 0.552
C -0.463 1.483 0.745
H -2.580 6.321 2.941
H -2.831 3.890 2.666
H 0.257 3.908 -0.303
H 0.535 6.336 0.005
H -3.591 2.124 0.997
H -2.951 -0.486 0.464
H 0.584 1.730 0.734
```

HOMO level, eV: -14.11
Kohn-Sham gap, eV: 6.54
M, g/mol: 549.2
Charge: +2